Entry from the OMol25 dataset: C19H18F9N4NiP as an isolated structure (wB97M-V/def2-TZVPD).

```
52
Properties=species:S:1:pos:R:3:mulliken_charge:R:1
Ni 0.148 -0.557 0.239 1.04
C -1.056 1.361 -1.918 -1.62
N -0.303 1.362 -0.649 1.03
C -1.032 2.161 0.364 -1.81
C -1.847 1.310 1.315 1.02
C -2.893 1.855 2.037 -1.07
C -3.541 1.065 2.975 -0.39
C -3.124 -0.243 3.157 -0.93
C -2.078 -0.720 2.386 -0.40
N -1.456 0.044 1.482 0.61
C 1.075 1.867 -0.829 -1.17
C 1.881 1.619 0.428 0.46
C 3.026 2.330 0.719 -1.12
C 3.719 2.026 1.882 -0.37
C 3.240 1.035 2.719 -1.00
C 2.085 0.362 2.360 -0.11
N 1.422 0.657 1.239 0.59
C -0.707 0.223 -2.851 0.89
C -0.050 0.456 -4.033 -0.67
C 0.311 -0.592 -4.869 -0.47
C -0.004 -1.889 -4.503 -0.67
C -0.685 -2.101 -3.335 -0.09
N -1.065 -1.062 -2.557 0.38
H -0.867 2.291 -2.462 0.52
H -2.119 1.336 -1.694 0.66
H -1.664 2.910 -0.119 0.62
H -0.301 2.709 0.960 0.49
H -3.186 2.884 1.871 0.50
H -4.361 1.469 3.555 0.43
H -3.597 -0.892 3.880 0.47
H -1.715 -1.734 2.484 0.54
H 1.065 2.937 -1.069 0.60
H 1.535 1.319 -1.652 0.50
H 3.370 3.105 0.046 0.50
H 4.625 2.564 2.129 0.43
H 3.753 0.768 3.632 0.46
H 1.689 -0.445 2.962 0.47
H 0.213 1.474 -4.285 0.46
H 0.851 -0.395 -5.786 0.45
H 0.279 -2.737 -5.109 0.45
H -0.938 -3.088 -2.985 0.47
F -2.818 -0.750 -1.094 -0.23
C -1.665 -1.361 -1.281 0.20
F -1.760 -2.635 -1.042 -0.22
F 1.152 -0.973 -1.280 -0.84
F 0.026 -2.331 1.186 -0.60
P 1.406 -3.396 1.523 1.36
F 1.301 -3.851 -0.004 -0.38
F 1.358 -2.783 3.015 -0.40
F 2.340 -2.151 1.085 -0.35
F 0.325 -4.485 1.941 -0.36
F 2.636 -4.326 1.834 -0.31
```

Output
* ⟨S²⟩: 3.76
* total charge: +1
* E_LUMO (spin up / spin down): -4.388 / -5.611 eV
* 2S+1: 4
* F_max: 0.76 eV/Å
* HOMO level (spin up / spin down): -12.5 / -12.8 eV



Entry from the OMol25 dataset: C9H30O8 as an isolated structure (wB97M-V/def2-TZVPD).

```
47
Properties=species:S:1:pos:R:3:mulliken_charge:R:1
C 0.471 -1.075 0.751 -1.62
O -0.050 0.143 0.502 -0.82
H 1.472 -1.130 0.323 0.37
H 0.515 -1.300 1.817 0.41
H -0.191 -1.791 0.263 0.10
H -0.894 0.094 0.957 0.49
C -2.067 1.004 2.734 -0.32
O -2.347 0.291 1.574 -0.56
H -2.321 2.061 2.653 0.27
H -2.443 0.419 3.574 0.34
H -0.998 0.826 2.846 -0.08
H -2.190 -0.645 1.715 0.41
C -2.253 -2.835 0.571 -0.60
O -2.936 -1.699 0.862 -0.43
H -2.598 -3.397 -0.297 0.33
H -1.186 -2.682 0.735 0.61
H -2.512 -3.498 1.396 0.35
H -3.870 -1.910 0.791 0.28
C 3.038 -0.593 -1.850 -0.53
C 1.902 -1.603 -2.028 -0.23
O 1.827 -2.010 -3.453 -0.57
O 2.517 0.694 -2.158 -0.52
H 3.943 -0.699 -2.448 0.41
H 3.329 -0.484 -0.805 0.31
H 0.961 -1.151 -1.714 -0.05
H 2.047 -2.534 -1.481 0.54
H 1.195 -2.729 -3.532 0.32
H 2.539 0.782 -3.114 0.35
C 0.885 1.725 1.982 -0.51
C 1.809 2.933 2.141 -0.47
O 1.154 3.974 2.704 -0.57
O 1.701 0.747 1.450 -0.72
H 0.071 1.816 1.263 0.36
H 0.486 1.419 2.950 0.38
H 2.072 3.287 1.145 0.26
H 2.785 2.673 2.552 0.32
H 0.207 3.896 2.567 0.31
H 1.194 0.282 0.781 0.70
C -0.282 0.891 -2.863 -0.95
C -1.229 0.124 -1.962 1.27
O -2.600 0.629 -2.058 -0.66
H -0.856 1.052 -3.776 0.47
H 0.596 0.276 -3.060 0.05
H 0.021 1.881 -2.525 0.26
H -0.869 0.333 -0.955 -0.60
H -1.089 -0.895 -2.324 0.23
H -2.956 0.408 -1.194 0.33
```

Output
* E_LUMO: 0.097 eV
* F_max: 4.73 eV/Å
* HOMO level: -9.1 eV



Entry from the OMol25 dataset: a 2-piece molecular cluster, C4H11BS overall (wB97M-V/def2-TZVPD).

```
17
Properties=species:S:1:pos:R:3:mulliken_charge:R:1
B 1.432 0.041 4.222 -0.11
C -1.407 0.936 -2.244 -1.10
C -1.144 -1.467 -1.564 -1.43
C 0.534 0.272 -0.885 -0.97
C -0.589 -0.058 -1.486 0.95
S 2.382 0.233 2.790 -0.04
H 1.306 0.949 5.089 -0.02
H 0.839 -0.970 4.579 -0.04
H -0.874 2.025 -2.326 0.25
H -1.589 0.590 -3.236 0.32
H -2.355 0.946 -1.722 0.30
H -0.785 -1.916 -2.441 0.34
H -2.190 -1.396 -1.491 0.35
H -0.752 -2.141 -0.865 0.43
H 1.096 -0.572 -0.476 0.23
H 3.045 1.355 3.062 0.19
H 1.052 1.172 -1.007 0.32
```

Output
* ⟨S²⟩: 2.00
* E_LUMO (spin up / spin down): 0.405 / -4.236 eV
* 2S+1: 3
* F_max: 3.95 eV/Å
* HOMO level (spin up / spin down): -5.6 / -9.4 eV